(1)
Here is one molecule with the formula C4H4N4O2S from the OMol25 dataset. Energies are from wB97M-V/def2-TZVPD.

Last column: Löwdin charge in e.
Cartesian coordinates (Å):
C 2.05 -1.48 -0.01  -0.143
C 1.63 0.71 0.43  -0.136
C -0.17 -0.94 0.67  -0.235
C -0.22 2.14 -0.11  -0.113
N 2.37 -0.24 0.13  0.112
N 1.00 1.74 0.22  0.122
N 0.66 -1.81 0.09  -0.035
N -1.26 1.28 0.11  -0.079
O -2.90 -0.43 0.81  -0.326
O -1.83 -0.54 -1.41  -0.357
S -1.65 -0.44 0.06  0.627
H 2.74 -2.26 -0.32  0.117
H -0.41 3.17 -0.10  0.113
H 0.24 -2.60 -0.50  0.183
H -2.24 1.70 -0.05  0.151

**Kohn-Sham gap (alpha / beta)**: 6.72 / 6.57 eV

(2)
Here is one molecule with the formula C18H26N6O from the OMol25 dataset. Energies are from wB97M-V/def2-TZVPD.

Last column: Löwdin charge in e.
Cartesian coordinates (Å):
C -5.94 -1.53 1.07  -0.034
H -5.29 -2.44 0.73  0.112
H -5.59 -1.16 1.98  0.058
H -7.00 -1.79 0.91  0.078
C -5.62 -0.56 -0.12  -0.558
C -4.25 -0.10 0.20  -0.352
C -3.91 1.14 0.70  0.041
C -2.51 1.66 0.52  0.011
C -1.53 0.74 0.27  -0.240
C -1.81 -0.61 -0.04  0.038
C -3.24 -0.72 -0.12  -0.132
H -3.53 -1.83 -0.56  0.160
H -1.06 -1.47 -0.39  0.117
N -0.11 1.08 0.57  0.022
H 0.45 0.26 0.00  0.155
C 0.33 2.30 0.54  -0.364
H -0.17 2.83 1.10  0.047
C 1.80 2.31 1.04  -0.021
N 2.84 1.76 0.02  -0.090
C 3.35 0.55 0.46  -0.252
O 4.11 0.00 -0.54  -0.105
C 2.96 -0.11 1.83  -0.060
H 2.02 0.01 1.99  0.018
C 3.36 -1.63 1.68  0.058
N 2.65 -2.03 0.16  -0.160
C 2.98 -3.22 -0.43  -0.139
N 1.94 -3.50 -1.30  0.088
N 1.14 -2.16 -1.04  0.005
N 1.43 -1.69 0.10  -0.016
H 3.78 -3.92 -0.29  0.116
H 4.49 -1.70 1.21  0.173
H 3.15 -2.26 2.29  -0.009
H 3.73 0.27 2.48  0.128
C 2.77 2.09 -1.27  -0.191
C 1.38 2.07 -1.88  -0.103
C 0.43 3.07 -0.99  -0.010
H -0.59 2.76 -1.61  0.159
H 0.62 3.96 -0.74  -0.002
H 1.43 2.62 -2.87  0.133
H 1.01 1.22 -1.90  0.005
H 3.61 1.57 -1.66  0.102
H 2.99 3.34 -0.94  0.202
H 1.77 1.92 2.00  0.096
H 2.12 3.27 1.03  0.083
H -2.36 2.70 0.88  0.124
H -4.43 1.94 0.74  0.028
C -5.92 -0.88 -1.37  -0.156
H -5.31 -1.79 -1.69  0.102
H -5.73 0.14 -2.19  0.178
H -7.19 -0.92 -1.45  0.158
H -6.22 0.53 0.26  0.201

**SMILES**: CC(C)c1ccc(N[C@@H]2CCCN(C(=O)CCn3cnnn3)C2)cc1
**Kohn-Sham gap**: 8.33 eV

(3)
Here is a 5-piece molecular cluster, C19H40O6PS overall from the OMol25 dataset. Energies are from wB97M-V/def2-TZVPD.

Last column: Löwdin charge in e.
Cartesian coordinates (Å):
C 5.15 1.95 -6.22  0.040
C 4.31 0.78 -6.64  -0.493
O 4.70 -0.28 -7.00  0.166
O 2.94 1.05 -6.61  -0.111
C 2.14 -0.03 -6.19  -0.367
P 0.91 0.65 -5.04  0.737
S -0.40 1.92 -5.96  0.605
H 4.65 2.53 -5.46  0.089
H 6.12 1.58 -5.90  0.102
H 5.28 2.60 -7.09  0.108
H 1.63 -0.52 -7.03  0.122
H 2.72 -0.78 -5.64  0.120
H 0.25 -0.43 -4.46  0.022
H 1.64 1.30 -4.05  0.030
H 0.32 2.03 -7.09  -0.126
C -4.83 1.47 -2.96  -0.156
C -4.68 2.25 -4.26  -0.160
C -3.27 2.81 -4.12  -0.229
O -2.52 1.84 -3.36  -0.194
C -3.43 0.89 -2.78  -0.198
H -5.60 0.70 -3.00  0.118
H -5.07 2.15 -2.14  0.119
H -4.73 1.57 -5.12  0.116
H -5.42 3.03 -4.40  0.117
H -3.27 3.76 -3.58  0.124
H -2.77 2.96 -5.08  0.057
H -3.33 -0.06 -3.30  0.121
H -3.17 0.73 -1.74  0.109
C -0.36 -1.87 0.69  -0.156
C 0.00 -0.48 0.16  -0.156
C -0.53 -0.54 -1.26  -0.239
O -1.65 -1.41 -1.25  -0.157
C -1.70 -2.11 0.01  -0.179
H -0.43 -1.93 1.77  0.091
H 0.37 -2.60 0.34  0.118
H -0.54 0.29 0.73  0.119
H 1.06 -0.25 0.21  0.112
H 0.22 -0.97 -1.95  0.099
H -0.84 0.43 -1.65  0.098
H -2.53 -1.70 0.60  0.121
H -1.91 -3.16 -0.18  0.120
C -2.28 -1.14 5.76  -0.160
C -2.58 -2.64 5.72  -0.165
C -2.32 -2.97 4.26  -0.201
O -1.29 -2.07 3.83  -0.174
C -1.10 -1.04 4.81  -0.191
H -2.04 -0.77 6.76  0.115
H -3.13 -0.58 5.38  0.115
H -1.88 -3.18 6.36  0.115
H -3.59 -2.89 6.03  0.113
H -3.22 -2.80 3.65  0.116
H -1.98 -3.99 4.11  0.118
H -0.15 -1.23 5.32  0.097
H -1.03 -0.08 4.30  0.122
C 4.34 0.72 5.93  -0.168
C 4.05 -0.62 5.26  -0.168
C 2.53 -0.71 5.40  -0.222
O 2.05 0.64 5.36  -0.150
C 3.14 1.55 5.48  -0.205
H 5.29 1.16 5.63  0.111
H 4.35 0.61 7.01  0.115
H 4.33 -0.59 4.21  0.112
H 4.56 -1.46 5.73  0.113
H 2.25 -1.15 6.36  0.120
H 2.06 -1.28 4.60  0.110
H 3.33 2.02 4.51  0.115
H 2.87 2.33 6.20  0.117

**Charge**: +1
**Kohn-Sham gap**: 7.45 eV

(4)
Here is C4H15HgN2O as an isolated structure from the OMol25 dataset. Energies are from wB97M-V/def2-TZVPD.

Last column: Löwdin charge in e.
Cartesian coordinates (Å):
C -3.93 -1.81 -2.42  -0.703
Hg 0.83 -1.91 -2.18  0.105
N 2.40 0.41 -2.56  -0.084
H -4.93 -2.35 -1.99  0.013
H -4.57 -1.63 -1.52  -0.008
H -3.12 -1.50 -1.72  0.016
H -3.62 -2.74 -2.92  0.041
H -4.10 -1.03 -3.15  0.001
H 3.36 0.29 -2.28  -0.006
H 1.86 0.84 -1.82  -0.051
H 2.35 1.03 -3.37  0.009
C 2.49 1.15 2.02  -0.051
N 1.07 0.85 1.99  -0.164
C 0.25 0.92 3.24  -0.065
C 0.50 0.44 0.85  -0.378
O 0.96 0.22 -0.27  -0.253
H 2.68 1.44 3.03  0.060
H 2.76 2.00 1.40  0.088
H 3.16 0.31 1.89  0.088
H -0.61 1.62 3.22  0.087
H -0.07 -0.09 3.55  0.084
H 0.84 1.26 4.08  0.066
H -0.57 0.25 0.94  0.105

**Charge**: -1
**Kohn-Sham gap**: 2.11 eV

Let's list E_tot in order: -922.27980, -1104.60882, -1938.59972, -499.30457 a.u..
Let's list largest force on an atom in order: 4.829, 16.010, 0.734, 2.865 eV/Å.